19
Properties=species:S:1:pos:R:3 method="wB97M-V/def2-TZVPD" lumo_energy_ev=0.8 homo_ev=-8.75 homo_lumo_gap_ev=9.512 total_energy_ha=-473.40045
C -2.8591 -0.0804 0.4292
C -1.6263 -0.5342 0.7862
C -1.5152 0.6907 -1.0243
C 0.6050 -0.2506 -0.1941
C 1.1115 -2.0962 -0.5176
C 1.1409 2.0099 0.2975
N -2.7697 0.6769 -0.6978
N -0.7518 -0.0258 -0.1439
N 1.5335 0.6312 -0.0536
O 2.7617 0.4033 -0.1543
H -3.8032 -0.2477 0.9056
H -1.2878 -1.1565 1.5889
H -1.1097 1.1788 -1.8884
H 0.9345 -2.5831 0.4252
H 0.4536 -2.4007 -1.3116
H 2.1491 -2.0110 -0.7870
H 0.3293 2.3680 -0.3313
H 0.8255 2.0388 1.3404
H 2.0222 2.6352 0.1691

***

19
Properties=species:S:1:pos:R:3 method="wB97M-V/def2-TZVPD" lumo_energy_ev="-0.4 / -0.7" homo_ev="-8.19 / -8.50" homo_lumo_gap_ev="7.761 / 7.827" total_energy_ha=-473.31423
C -0.7761 2.7355 -1.4152
C -1.2567 1.7830 -0.4999
C 0.9059 1.5600 -0.7608
C -0.0544 -0.0524 0.7748
C -1.0709 -0.4996 1.7678
C 1.7189 -1.5042 -0.6336
N 0.5797 2.5092 -1.5680
N -0.1716 1.0312 -0.0771
N 0.4241 -1.7591 -0.0483
O 0.2423 -2.6797 0.7611
H -1.4015 3.5001 -1.8625
H -2.2888 1.4915 -0.1114
H 1.8552 1.1612 -0.4478
H -1.6372 0.3613 2.1404
H -1.8315 -0.9678 1.0490
H -0.6487 -1.2112 2.3480
H 2.5178 -1.2538 0.0850
H 1.5532 -0.7199 -1.2914
H 2.1754 -2.4352 -1.0106

***

20
Properties=species:S:1:pos:R:3 method="wB97M-V/def2-TZVPD" lumo_energy_ev="-0.6 / -0.6" homo_ev="-8.56 / -8.56" homo_lumo_gap_ev="7.990 / 7.990" total_energy_ha=-548.45847
C 1.9854 -1.1010 0.0338
C -0.1804 -0.2509 0.2089
C 0.6790 -2.4920 -1.3646
C -1.1552 1.7650 -0.3777
C -0.7710 1.4997 2.0619
C -1.1444 0.8439 0.7553
N 1.6661 -1.9729 -0.7986
N 1.0251 -0.1346 0.5964
N 0.3492 -2.9802 -2.5917
O 1.2209 -3.7151 -3.0797
O -0.7072 -2.6850 -3.0988
H 3.0257 -0.9579 0.5401
H -1.1873 1.1519 -1.2640
H -0.1730 2.3960 -0.3697
H -1.9756 2.4578 -0.4209
H 0.1655 1.9660 1.9361
H -0.7109 0.9250 2.9612
H -1.4335 2.3675 2.1748
H -2.1039 0.2614 0.8421
H 1.4256 0.6553 1.2553